Formula: C4H7N3
Source: the OMol25 dataset
Level of theory: ωB97M-V/def2-TZVPD

Cartesian coordinates (Å):
1 N 0.0464 2.4241 -1.0644
2 C 0.0090 1.0935 -0.5699
3 C 0.1078 0.5432 0.6913
4 C -0.0123 -0.8542 0.4302
5 N -0.0075 -2.0803 1.2452
6 C -0.1769 -1.1863 -0.9016
7 N -0.1559 0.0632 -1.4707
8 H -0.6821 2.9990 -0.6570
9 H 0.9377 2.8701 -0.8796
10 H 0.2442 1.0987 1.6132
11 H -0.7862 -2.2062 1.8973
12 H 0.8661 -2.3158 1.7234
13 H -0.1372 -2.6923 0.3995
14 H -0.2531 0.2435 -2.4569

Properties
E_tot = -320.77756 Eh
Frontier orbital gap = 0.2801 Ha
ΔE to the lowest compared entry with this formula, charge and spin = 66.35 kcal/mol
Charge = 0

So, what does the Löwdin scheme give us? The charges, in e, come out as: atom 1 (N): 0.066, atom 2 (C): -0.411, atom 3 (C): -0.029, atom 4 (C): -0.396, atom 5 (N): 0.144, atom 6 (C): -0.131, atom 7 (N): -0.001, atom 8 (H): 0.070, atom 9 (H): 0.070, atom 10 (H): 0.086, atom 11 (H): 0.148, atom 12 (H): 0.148, atom 13 (H): 0.113, atom 14 (H): 0.122

Formula: C6H9O2
Source: the OMol25 dataset
Level of theory: ωB97M-V/def2-TZVPD

Cartesian coordinates (Å):
1 C -3.2714 -0.3705 -0.3367
2 C 1.5340 1.3569 -0.7745
3 C 0.0553 1.8585 -0.5845
4 C 0.3578 0.6963 -0.0947
5 C 1.6575 -1.3373 0.6498
6 C 0.2799 -0.5844 0.6718
7 O -3.0274 -1.4426 0.2733
8 O -2.7636 0.1167 -1.3296
9 H 1.7798 0.9310 -1.7181
10 H 2.4041 1.8094 -0.1607
11 H -0.4349 2.7165 -0.7983
12 H -4.0970 0.2001 0.0946
13 H 1.8789 -1.5349 -0.4038
14 H 1.5380 -2.2131 1.4233
15 H 2.4300 -0.7261 1.1095
16 H 0.1627 -0.2186 1.7144
17 H -0.4837 -1.2580 0.2642

Properties
E_tot = -384.43110 Eh
Frontier orbital gap = 0.2806 Ha
ΔE to the lowest compared entry with this formula, charge and spin = 71.82 kcal/mol
Charge = -1

So, what does the Löwdin scheme give us? The charges, in e, come out as: atom 1 (C): -0.729, atom 2 (C): -0.149, atom 3 (C): 0.040, atom 4 (C): -0.242, atom 5 (C): -0.121, atom 6 (C): -0.197, atom 7 (O): -0.164, atom 8 (O): -0.107, atom 9 (H): 0.044, atom 10 (H): 0.087, atom 11 (H): 0.047, atom 12 (H): 0.068, atom 13 (H): 0.067, atom 14 (H): 0.097, atom 15 (H): 0.046, atom 16 (H): 0.118, atom 17 (H): 0.096

Formula: C17H38N5O6S2
Source: the OMol25 dataset
Level of theory: ωB97M-V/def2-TZVPD

Cartesian coordinates (Å):
1 C -1.8509 2.7896 1.6111
2 C -0.6453 2.6236 2.1048
3 C 0.3977 3.6897 2.1181
4 S 1.6092 3.6684 0.7563
5 O 2.8924 3.6843 1.4246
6 O 1.2901 4.8106 -0.0760
7 N 1.5135 2.2785 0.0088
8 S 0.3423 1.8014 -0.9478
9 O -0.2357 0.5548 -0.4859
10 O -0.5904 2.8565 -1.2999
11 C 1.2709 1.3819 -2.4395
12 C 0.6703 1.8520 -3.7671
13 C -0.3781 0.9653 -4.4578
14 C -1.5147 0.3964 -3.5960
15 C -1.2360 -0.9782 -2.9909
16 C -2.2852 -1.3793 -1.9601
17 C -1.9923 -2.7186 -1.2847
18 C -0.6410 -2.7222 -0.5402
19 C 0.3765 -3.7371 -1.0715
20 C 1.4844 -4.1071 -0.0794
21 C 2.1274 -2.8886 0.6133
22 C 1.4956 -2.5044 1.9664
23 H -2.1824 3.7469 1.2226
24 H -2.5476 1.9626 1.5434
25 H -0.3670 1.6667 2.5341
26 H 1.0402 3.6037 2.9952
27 H -0.0506 4.6847 2.1075
28 H 1.4187 0.3009 -2.4028
29 H 2.2406 1.8556 -2.2996
30 H 1.5241 1.9382 -4.4501
31 H 0.2801 2.8646 -3.6414
32 H -0.8406 1.5768 -5.2408
33 H 0.1323 0.1458 -4.9806
34 H -1.7861 1.0989 -2.8025
35 H -2.3986 0.3002 -4.2397
36 H -0.2432 -0.9808 -2.5345
37 H -1.2219 -1.7320 -3.7917
38 H -2.3609 -0.6009 -1.1957
39 H -3.2587 -1.4346 -2.4669
40 H -2.0240 -3.5207 -2.0343
41 H -2.7920 -2.9399 -0.5705
42 H -0.2234 -1.7116 -0.5789
43 H -0.8128 -2.9336 0.5193
44 H 0.8364 -3.3599 -1.9945
45 H -0.1693 -4.6455 -1.3569
46 H 2.2697 -4.6369 -0.6306
47 H 1.1050 -4.8089 0.6717
48 H 2.0585 -2.0354 -0.0676
49 H 3.1863 -3.1082 0.7704
50 H 1.1912 -1.4555 1.9764
51 H 0.6033 -3.1037 2.1625
52 H 2.2016 -2.6635 2.7851
53 C -2.4688 6.1330 0.3696
54 O -3.5396 5.5768 0.5742
55 N -1.5023 5.6464 -0.4398
56 N -2.1669 7.3337 0.9789
57 H -0.6089 6.0896 -0.5466
58 H -1.6132 4.7319 -0.8514
59 H -2.8545 7.7175 1.5973
60 H -1.2904 7.8031 0.8559
61 C 1.6568 -5.5438 4.5316
62 O 1.1209 -5.8122 3.4743
63 N 2.3706 -6.4705 5.2503
64 N 1.5940 -4.2955 5.0866
65 H 2.8228 -6.2661 6.1201
66 H 2.4367 -7.3928 4.8637
67 H 1.0989 -3.5925 4.5681
68 H 2.0341 -4.0501 5.9521

Properties
E_tot = -2192.27151 Eh
Frontier orbital gap = 0.3023 Ha
Charge = -1

So, what does the Löwdin scheme give us? The charges, in e, come out as: atom 1 (C): 0.015, atom 2 (C): -0.231, atom 3 (C): -0.238, atom 4 (S): 0.505, atom 5 (O): -0.364, atom 6 (O): -0.366, atom 7 (N): -0.340, atom 8 (S): 0.520, atom 9 (O): -0.341, atom 10 (O): -0.346, atom 11 (C): -0.229, atom 12 (C): -0.223, atom 13 (C): -0.203, atom 14 (C): -0.207, atom 15 (C): -0.228, atom 16 (C): -0.223, atom 17 (C): -0.200, atom 18 (C): -0.207, atom 19 (C): -0.215, atom 20 (C): -0.221, atom 21 (C): -0.238, atom 22 (C): -0.111, atom 23 (H): 0.037, atom 24 (H): 0.068, atom 25 (H): 0.098, atom 26 (H): 0.084, atom 27 (H): 0.089, atom 28 (H): 0.089, atom 29 (H): 0.089, atom 30 (H): 0.103, atom 31 (H): 0.104, atom 32 (H): 0.100, atom 33 (H): 0.107, atom 34 (H): 0.102, atom 35 (H): 0.107, atom 36 (H): 0.079, atom 37 (H): 0.118, atom 38 (H): 0.106, atom 39 (H): 0.110, atom 40 (H): 0.100, atom 41 (H): 0.101, atom 42 (H): 0.075, atom 43 (H): 0.103, atom 44 (H): 0.109, atom 45 (H): 0.101, atom 46 (H): 0.097, atom 47 (H): 0.100, atom 48 (H): 0.100, atom 49 (H): 0.094, atom 50 (H): 0.071, atom 51 (H): 0.053, atom 52 (H): 0.053, atom 53 (C): -0.696, atom 54 (O): -0.003, atom 55 (N): 0.177, atom 56 (N): 0.135, atom 57 (H): 0.080, atom 58 (H): 0.076, atom 59 (H): 0.088, atom 60 (H): 0.084, atom 61 (C): -0.682, atom 62 (O): 0.029, atom 63 (N): 0.139, atom 64 (N): 0.153, atom 65 (H): 0.085, atom 66 (H): 0.097, atom 67 (H): 0.086, atom 68 (H): 0.091

Formula: C27H36IrN5O2
Source: the OMol25 dataset
Level of theory: ωB97M-V/def2-TZVPD

Cartesian coordinates (Å):
1 Ir 0.4108 -0.2906 -0.3840
2 C -0.1871 3.5418 1.7619
3 N 0.6862 2.3830 1.8257
4 C 2.0800 2.7596 1.8656
5 C 0.2597 1.4690 2.8361
6 C 0.6857 1.6317 4.1479
7 C 0.2248 0.8141 5.1720
8 C -0.6979 -0.1698 4.8668
9 C -1.1277 -0.3503 3.5588
10 C -0.6532 0.4360 2.5027
11 N -0.9729 0.2140 1.1691
12 C -2.2422 0.0560 0.6839
13 C -3.4161 -0.2350 1.4016
14 C -4.6440 -0.3587 0.7641
15 C -4.7579 -0.2009 -0.6049
16 C -3.6135 0.1166 -1.3353
17 C -2.3896 0.2467 -0.7165
18 N -1.1789 0.6728 -1.4636
19 C -1.1172 2.1494 -1.3981
20 C -1.2697 0.2472 -2.8765
21 H -0.0337 4.2262 2.6135
22 H -1.2298 3.2202 1.7754
23 H -0.0041 4.1019 0.8415
24 H 2.3242 3.4790 2.6653
25 H 2.3512 3.2231 0.9142
26 H 2.7048 1.8741 1.9929
27 H 1.3810 2.4323 4.3716
28 H 0.5724 0.9562 6.1869
29 H -1.0758 -0.8263 5.6413
30 H -1.7779 -1.1874 3.3485
31 H -3.3841 -0.3696 2.4700
32 H -5.5178 -0.5934 1.3601
33 H -5.7101 -0.3092 -1.1056
34 H -3.7037 0.2590 -2.4024
35 H -1.9658 2.5843 -1.9367
36 H -0.1858 2.5007 -1.8383
37 H -1.1472 2.4458 -0.3564
38 H -2.0571 0.8004 -3.3968
39 H -1.4616 -0.8213 -2.9145
40 H -0.3344 0.4694 -3.3719
41 C -2.6116 -3.4535 -0.0280
42 C -1.3661 -3.3418 -0.8679
43 O -1.3633 -2.8478 -1.9811
44 N -0.2329 -3.8612 -0.3025
45 C 1.0995 -3.5061 -0.7548
46 C 1.8741 -2.8180 0.3455
47 C 2.8531 -3.5484 1.0028
48 C 3.5032 -3.0270 2.1091
49 C 3.1086 -1.7855 2.5641
50 C 2.1317 -1.1056 1.8604
51 N 1.5434 -1.5759 0.7522
52 H -3.4832 -3.3216 -0.6629
53 H -2.6037 -2.6495 0.7112
54 H -2.6659 -4.4110 0.4926
55 H -0.3158 -4.3137 0.5925
56 H 0.9760 -2.8893 -1.6418
57 H 1.6616 -4.4054 -1.0148
58 H 3.0997 -4.5349 0.6338
59 H 4.2830 -3.5873 2.6084
60 H 3.5415 -1.3294 3.4430
61 H 1.7967 -0.1312 2.1911
62 C 3.9822 -1.1384 -2.3747
63 O 2.9233 -1.0463 -1.4328
64 C 1.7813 -0.3155 -1.6652
65 C 1.9536 0.6091 -2.8509
66 H 3.6173 -1.3785 -3.3746
67 H 4.6181 -1.9494 -2.0249
68 H 4.5763 -0.2234 -2.4159
69 H 2.9685 1.0026 -2.9194
70 H 1.2783 1.4530 -2.7612
71 H 1.7352 0.0939 -3.7912

Properties
E_tot = -1578.98653 Eh
Frontier orbital gap = 0.2489 Ha
ΔE to the lowest compared entry with this formula, charge and spin = 0.00 kcal/mol
Charge = 0

So, what does the Löwdin scheme give us? The charges, in e, come out as: atom 1 (Ir): 1.143, atom 2 (C): -0.091, atom 3 (N): -0.219, atom 4 (C): -0.101, atom 5 (C): -0.247, atom 6 (C): -0.036, atom 7 (C): -0.098, atom 8 (C): -0.095, atom 9 (C): -0.035, atom 10 (C): -0.247, atom 11 (N): -0.075, atom 12 (C): -0.271, atom 13 (C): -0.048, atom 14 (C): -0.107, atom 15 (C): -0.106, atom 16 (C): -0.038, atom 17 (C): -0.207, atom 18 (N): -0.308, atom 19 (C): -0.057, atom 20 (C): -0.083, atom 21 (H): 0.089, atom 22 (H): 0.090, atom 23 (H): 0.081, atom 24 (H): 0.078, atom 25 (H): 0.085, atom 26 (H): 0.079, atom 27 (H): 0.106, atom 28 (H): 0.096, atom 29 (H): 0.099, atom 30 (H): 0.100, atom 31 (H): 0.084, atom 32 (H): 0.100, atom 33 (H): 0.093, atom 34 (H): 0.102, atom 35 (H): 0.100, atom 36 (H): 0.076, atom 37 (H): 0.057, atom 38 (H): 0.085, atom 39 (H): 0.077, atom 40 (H): 0.051, atom 41 (C): 0.014, atom 42 (C): -0.533, atom 43 (O): 0.030, atom 44 (N): 0.071, atom 45 (C): -0.132, atom 46 (C): -0.251, atom 47 (C): -0.021, atom 48 (C): -0.054, atom 49 (C): -0.038, atom 50 (C): -0.092, atom 51 (N): -0.053, atom 52 (H): 0.087, atom 53 (H): 0.070, atom 54 (H): 0.081, atom 55 (H): 0.137, atom 56 (H): 0.101, atom 57 (H): 0.118, atom 58 (H): 0.112, atom 59 (H): 0.109, atom 60 (H): 0.110, atom 61 (H): 0.079, atom 62 (C): -0.084, atom 63 (O): -0.210, atom 64 (C): -0.422, atom 65 (C): -0.104, atom 66 (H): 0.094, atom 67 (H): 0.091, atom 68 (H): 0.086, atom 69 (H): 0.071, atom 70 (H): 0.040, atom 71 (H): 0.089

Formula: C15H32N5O4
Source: the OMol25 dataset
Level of theory: ωB97M-V/def2-TZVPD

Cartesian coordinates (Å):
1 N -7.1033 0.0865 -2.5536
2 C -6.1788 -0.5755 -2.3725
3 O -5.1144 -1.2873 -2.1559
4 C -3.8643 -0.6228 -2.4345
5 C -2.9225 -0.7315 -1.2547
6 C -3.5489 -0.3986 0.1188
7 C -2.8231 -1.2125 1.1768
8 N -3.5690 -1.9823 2.0798
9 O -1.6162 -1.1973 1.1937
10 C -3.9528 0.6894 -3.1823
11 N -4.1120 0.3321 -4.6010
12 C -3.4904 -0.8627 -4.7473
13 N -3.0692 -1.3896 -5.8882
14 N -3.2682 -1.4983 -3.5468
15 H -2.0637 -0.0864 -1.4262
16 H -2.5266 -1.7444 -1.2113
17 H -3.3876 0.6532 0.3372
18 H -4.6084 -0.6336 0.1186
19 H -4.4673 -2.2616 1.7112
20 H -3.6707 -1.5533 2.9901
21 H -2.9874 1.1760 -3.0538
22 H -4.6819 1.4342 -2.8794
23 H -5.0704 0.4027 -4.9405
24 H -2.1930 -1.8883 -5.9081
25 H -3.6116 -1.3997 -6.7379
26 H -2.2583 -1.5680 -3.3913
27 C 1.3639 1.6264 4.3440
28 C 2.1866 0.4189 4.7628
29 O 1.4436 -0.7814 4.8581
30 C 0.8255 -1.2163 3.6615
31 C 1.8031 -1.4968 2.5346
32 H 0.4967 1.7418 4.9956
33 H 1.9700 2.5309 4.4055
34 H 1.0036 1.5380 3.3170
35 H 2.5931 0.5823 5.7605
36 H 3.0438 0.2886 4.0916
37 H 0.0658 -0.4972 3.3348
38 H 0.2956 -2.1324 3.9227
39 H 2.2985 -0.5880 2.1883
40 H 1.2808 -1.9329 1.6826
41 H 2.5817 -2.1868 2.8614
42 C 6.3371 1.3401 -1.4341
43 C 5.3092 0.3324 -0.9481
44 O 5.0875 0.3620 0.4487
45 C 4.5958 1.5811 0.9705
46 C 3.2381 1.9837 0.4189
47 H 7.2675 1.2335 -0.8761
48 H 6.5444 1.1824 -2.4928
49 H 5.9913 2.3680 -1.3151
50 H 5.6612 -0.6777 -1.1579
51 H 4.3636 0.4560 -1.4912
52 H 5.3236 2.3870 0.8262
53 H 4.5166 1.4203 2.0462
54 H 3.2839 2.2315 -0.6431
55 H 2.8615 2.8600 0.9473
56 H 2.5263 1.1646 0.5389

Properties
E_tot = -1165.15868 Eh
Frontier orbital gap = 0.2318 Ha
Charge = +1

So, what does the Löwdin scheme give us? The charges, in e, come out as: atom 1 (N): 0.208, atom 2 (C): -0.331, atom 3 (O): 0.081, atom 4 (C): -0.369, atom 5 (C): -0.091, atom 6 (C): -0.067, atom 7 (C): -0.504, atom 8 (N): 0.144, atom 9 (O): 0.101, atom 10 (C): -0.060, atom 11 (N): 0.147, atom 12 (C): -0.328, atom 13 (N): 0.240, atom 14 (N): 0.200, atom 15 (H): 0.136, atom 16 (H): 0.135, atom 17 (H): 0.136, atom 18 (H): 0.110, atom 19 (H): 0.089, atom 20 (H): 0.112, atom 21 (H): 0.146, atom 22 (H): 0.146, atom 23 (H): 0.175, atom 24 (H): 0.143, atom 25 (H): 0.148, atom 26 (H): 0.168, atom 27 (C): -0.079, atom 28 (C): -0.277, atom 29 (O): -0.154, atom 30 (C): -0.284, atom 31 (C): -0.069, atom 32 (H): 0.080, atom 33 (H): 0.076, atom 34 (H): 0.059, atom 35 (H): 0.121, atom 36 (H): 0.101, atom 37 (H): 0.091, atom 38 (H): 0.120, atom 39 (H): 0.047, atom 40 (H): 0.070, atom 41 (H): 0.087, atom 42 (C): -0.078, atom 43 (C): -0.285, atom 44 (O): -0.158, atom 45 (C): -0.278, atom 46 (C): -0.081, atom 47 (H): 0.084, atom 48 (H): 0.077, atom 49 (H): 0.066, atom 50 (H): 0.118, atom 51 (H): 0.104, atom 52 (H): 0.111, atom 53 (H): 0.111, atom 54 (H): 0.064, atom 55 (H): 0.077, atom 56 (H): 0.065

Formula: C5H14N2O
Source: the OMol25 dataset
Level of theory: ωB97M-V/def2-TZVPD

Cartesian coordinates (Å):
1 C -1.5778 0.0668 1.8864
2 C -1.2179 -0.4942 0.5179
3 N -1.1947 -1.9133 0.4422
4 O -1.6600 0.1165 -0.5291
5 H -2.6216 -0.1610 2.1171
6 H -1.4461 1.1483 1.8829
7 H -0.9475 -0.3628 2.6666
8 H -1.3301 -2.4112 1.3085
9 H -1.7026 -2.2732 -0.3529
10 C 1.9444 -1.0236 -0.5396
11 C 1.2491 0.2913 -0.2623
12 C 0.6573 1.0039 -1.3675
13 N 0.6188 2.4492 -1.3405
14 H 2.1152 -1.5859 0.3794
15 H 1.3263 -1.6500 -1.1837
16 H 2.9055 -0.8504 -1.0293
17 H 0.1824 -0.1178 0.4284
18 H 1.7497 0.9059 0.4879
19 H -0.5692 0.6074 -1.1865
20 H 0.9444 0.6373 -2.3547
21 H -0.3170 2.7892 -1.5307
22 H 0.8913 2.8278 -0.4407

Properties
E_tot = -383.57169 Eh
Frontier orbital gap = 0.3166 Ha
SMILES string = CC(N)=O.CCCN
ΔE to the lowest compared entry with this formula, charge and spin = 80.96 kcal/mol
Charge = 0

So, what does the Löwdin scheme give us? The charges, in e, come out as: atom 1 (C): -0.019, atom 2 (C): -0.604, atom 3 (N): 0.113, atom 4 (O): -0.071, atom 5 (H): 0.086, atom 6 (H): 0.084, atom 7 (H): 0.078, atom 8 (H): 0.084, atom 9 (H): 0.097, atom 10 (C): -0.100, atom 11 (C): -0.237, atom 12 (C): -0.319, atom 13 (N): 0.002, atom 14 (H): 0.073, atom 15 (H): 0.076, atom 16 (H): 0.078, atom 17 (H): 0.109, atom 18 (H): 0.120, atom 19 (H): 0.108, atom 20 (H): 0.118, atom 21 (H): 0.065, atom 22 (H): 0.058

Which value of E_tot does entry 6 give? -383.57169 Eh